1.
This record from the Open Molecules 2025 dataset describes a structure of composition C35H78N4O3Zn at a distorted geometry. The level of theory is ωB97M-V/def2-TZVPD.

Computed properties:
Energy in Ha: -3603.00617
Energy above the lowest of the compared OMol25 structures with the same formula, charge and spin in kcal/mol: 0.00
Molar mass in g mol⁻¹: 668.4
Kohn-Sham gap in eV: 7.06
Net charge: +4

Geometry as XYZ:
```
121
C35H78N4O3Zn ωB97M-V/def2-TZVPD
Zn -3.64 1.54 0.96
C 0.16 0.84 -0.10
C -1.31 0.90 0.30
O -1.68 0.78 1.51
O -2.19 1.17 -0.55
H 0.59 1.61 0.54
H 0.27 0.84 -1.18
H 0.38 -0.18 0.22
C -3.73 1.96 3.87
O -4.42 1.26 2.89
H -2.69 2.18 3.60
H -4.18 2.95 3.90
H -3.86 1.46 4.83
C 2.08 0.06 -4.35
C 1.64 1.53 -4.61
C 1.71 2.41 -3.37
N 0.98 3.75 -3.39
C 1.55 4.63 -4.52
C 1.22 4.48 -2.04
C -0.14 5.10 -1.68
C -1.16 4.17 -2.25
C -0.50 3.71 -3.57
H 1.80 -0.64 -5.14
H 1.69 -0.44 -3.47
H 3.16 -0.02 -4.22
H 0.62 1.52 -5.01
H 2.31 1.96 -5.36
H 2.72 2.69 -3.08
H 1.26 1.79 -2.59
H 1.23 4.11 -5.42
H 2.63 4.65 -4.36
H 1.24 5.67 -4.42
H 2.15 5.03 -1.98
H 1.45 3.75 -1.26
H -0.32 6.14 -1.96
H -0.20 5.18 -0.59
H -2.09 4.69 -2.50
H -1.23 3.25 -1.67
H -0.90 4.32 -4.38
H -0.76 2.68 -3.78
C -2.20 -0.51 -3.75
C -3.51 0.02 -4.05
C -3.75 1.48 -3.75
N -5.21 1.97 -3.90
C -5.47 2.20 -5.45
C -6.25 1.05 -3.22
C -7.54 1.91 -3.16
C -6.99 3.34 -3.03
C -5.50 3.32 -3.33
H -2.09 -1.49 -4.21
H -1.96 -0.51 -2.69
H -1.52 0.07 -4.38
H -4.17 -0.65 -3.50
H -3.70 -0.19 -5.11
H -3.14 2.18 -4.32
H -3.59 1.63 -2.68
H -6.50 2.53 -5.59
H -5.38 1.28 -6.03
H -4.93 3.06 -5.85
H -6.45 0.11 -3.75
H -5.88 0.78 -2.23
H -8.12 1.79 -4.08
H -8.20 1.73 -2.30
H -7.45 4.09 -3.68
H -7.05 3.91 -2.11
H -5.01 4.04 -3.99
H -4.97 3.47 -2.39
C 2.09 1.00 3.53
C 0.86 0.44 4.01
C 1.03 -0.94 4.75
N -0.27 -1.71 5.04
C -1.05 -1.89 3.73
C -1.11 -1.10 6.17
C -0.86 -2.00 7.51
C 0.27 -2.98 7.15
C 0.04 -3.17 5.57
H 2.70 1.43 4.33
H 1.86 1.92 3.00
H 2.82 0.42 2.97
H 0.06 0.40 3.27
H 0.37 1.03 4.78
H 1.50 -0.75 5.71
H 1.75 -1.59 4.25
H -1.62 -2.81 3.65
H -0.20 -2.06 3.07
H -1.60 -0.96 3.61
H -2.12 -1.15 5.79
H -0.80 -0.07 6.34
H -1.84 -2.40 7.77
H -0.44 -1.29 8.22
H 0.14 -3.86 7.77
H 1.28 -2.73 7.49
H -0.95 -3.61 5.44
H 0.87 -3.69 5.10
C 8.17 -4.45 1.95
C 6.92 -5.13 1.40
C 5.67 -4.43 2.02
N 4.29 -4.54 1.19
C 3.88 -5.98 0.93
C 4.57 -3.71 -0.06
C 3.69 -2.44 -0.03
C 3.24 -2.29 1.43
C 3.19 -3.74 1.96
H 9.00 -5.03 1.54
H 8.14 -4.65 3.02
H 8.30 -3.41 1.67
H 6.93 -6.16 1.73
H 6.93 -5.10 0.31
H 5.85 -3.36 2.11
H 5.32 -4.72 3.01
H 3.56 -6.43 1.87
H 4.65 -6.48 0.36
H 2.96 -5.95 0.34
H 4.25 -4.43 -0.81
H 5.61 -3.44 -0.20
H 2.82 -2.81 -0.57
H 4.10 -1.63 -0.62
H 2.24 -1.86 1.49
H 3.95 -1.66 1.95
H 2.30 -4.30 1.67
H 3.32 -3.81 3.04
```

Atom charges from the Löwdin analysis, given in e for atoms 1 to 2: Zn 1.0706; C 0.0418

=====

2.
This record from the Open Molecules 2025 dataset describes a cluster of 5 separate species, C35H79BN2O9S in total. The level of theory is ωB97M-V/def2-TZVPD.

Computed properties:
Energy in Ha: -2590.64378
SMILES string: COB(O)[C@]1(OCCNC[C@H](C)O)CC[C@@H](CON=O)S(=O)(=O)O1.CCCCCC.CCCCCC.CCCCCC.CCCCCC
Molar mass in g mol⁻¹: 714.9
Kohn-Sham gap in eV: 8.89

Geometry as XYZ:
```
127
C35H79BN2O9S ωB97M-V/def2-TZVPD
C 2.45 0.76 4.54
O 1.71 1.57 3.64
B 2.06 1.69 2.33
O 1.98 0.61 1.47
C 2.53 3.13 1.74
O 1.68 3.67 0.80
C 0.28 3.57 1.06
C -0.16 4.21 2.38
N -1.60 4.46 2.34
C -2.41 3.25 2.43
C -3.67 3.43 3.26
C -4.51 4.62 2.83
O -3.34 3.53 4.65
C 3.90 2.99 1.07
C 5.02 2.98 2.11
C 5.26 4.38 2.71
C 6.23 5.18 1.87
O 6.51 6.43 2.48
N 7.90 6.53 2.78
O 8.09 7.26 3.66
S 3.67 5.23 2.83
O 3.57 5.90 4.09
O 3.46 5.96 1.62
O 2.70 4.00 2.93
H 3.25 0.21 4.04
H 1.79 0.02 5.00
H 2.87 1.40 5.32
H 2.83 0.21 1.28
H -0.05 2.53 0.96
H -0.21 4.13 0.26
H 0.35 5.17 2.46
H 0.14 3.60 3.24
H -1.84 5.08 3.10
H -1.82 2.42 2.86
H -2.70 2.93 1.43
H -4.28 2.53 3.11
H -5.37 4.72 3.49
H -4.88 4.46 1.82
H -3.95 5.56 2.85
H -2.74 2.78 4.79
H 3.91 2.05 0.50
H 4.02 3.78 0.33
H 5.94 2.67 1.61
H 4.79 2.29 2.93
H 5.62 4.28 3.73
H 7.17 4.61 1.81
H 5.86 5.34 0.85
C 1.28 -2.01 -4.17
C 2.01 -0.71 -4.49
C 3.17 -0.40 -3.54
C 2.75 -0.23 -2.08
C 1.71 0.86 -1.84
C 2.18 2.26 -2.23
H 0.82 -1.98 -3.18
H 0.49 -2.20 -4.90
H 1.97 -2.86 -4.20
H 1.30 0.12 -4.49
H 2.41 -0.76 -5.51
H 3.69 0.49 -3.89
H 3.90 -1.22 -3.60
H 3.65 -0.01 -1.49
H 2.37 -1.18 -1.70
H 1.44 0.84 -0.78
H 0.79 0.62 -2.38
H 3.08 2.54 -1.68
H 1.41 3.00 -2.00
H 2.40 2.32 -3.29
C -4.57 -3.42 4.78
C -5.06 -2.43 5.84
C -5.12 -0.99 5.34
C -3.78 -0.40 4.92
C -2.70 -0.41 6.01
C -3.07 0.42 7.23
H -3.55 -3.19 4.47
H -4.58 -4.44 5.16
H -5.21 -3.39 3.89
H -4.43 -2.50 6.73
H -6.07 -2.73 6.16
H -5.57 -0.36 6.12
H -5.81 -0.93 4.49
H -3.94 0.63 4.60
H -3.40 -0.93 4.05
H -1.77 -0.01 5.57
H -2.47 -1.43 6.31
H -3.26 1.46 6.96
H -2.26 0.42 7.96
H -3.96 0.03 7.73
C 0.23 -5.02 -8.10
C 0.05 -6.21 -7.17
C 0.56 -5.95 -5.75
C 2.05 -5.64 -5.65
C 2.97 -6.73 -6.21
C 2.85 -8.07 -5.49
H 1.28 -4.76 -8.23
H -0.18 -5.23 -9.09
H -0.29 -4.14 -7.71
H 0.55 -7.08 -7.59
H -1.01 -6.46 -7.11
H 0.32 -6.81 -5.12
H 0.00 -5.10 -5.32
H 2.30 -5.48 -4.59
H 2.27 -4.70 -6.15
H 4.01 -6.38 -6.13
H 2.78 -6.87 -7.28
H 3.06 -7.96 -4.42
H 3.54 -8.80 -5.90
H 1.84 -8.48 -5.58
C -2.16 1.00 -1.08
C -2.11 -0.52 -1.16
C -2.18 -1.05 -2.59
C -3.46 -0.71 -3.34
C -4.75 -1.18 -2.67
C -4.83 -2.70 -2.52
H -3.09 1.41 -1.46
H -2.06 1.33 -0.04
H -1.33 1.43 -1.65
H -2.92 -0.95 -0.56
H -1.18 -0.87 -0.70
H -2.04 -2.14 -2.57
H -1.33 -0.66 -3.15
H -3.40 -1.14 -4.34
H -3.52 0.37 -3.49
H -5.60 -0.83 -3.26
H -4.85 -0.71 -1.69
H -4.76 -3.19 -3.49
H -5.78 -2.99 -2.06
H -4.03 -3.08 -1.88
```

Atom charges from the Löwdin analysis, given in e for atoms 1 to 2: C -0.0362; O 0.0528

=====

3.
This record from the Open Molecules 2025 dataset describes a cluster of 7 separate species, C35H82N6O7S in total at a distorted geometry. The level of theory is ωB97M-V/def2-TZVPD.

Computed properties:
Energy in Ha: -2634.93155
Molar mass in g mol⁻¹: 731.1
Kohn-Sham gap in eV: 10.17
Net charge: +4

Geometry as XYZ:
```
131
C35H82N6O7S ωB97M-V/def2-TZVPD
S -2.34 3.31 0.81
O -1.44 4.52 0.19
O -2.56 3.72 2.13
O -3.64 3.41 0.05
O -1.57 2.14 0.67
C 2.86 5.59 -1.09
C 2.36 4.41 -0.29
O 1.29 3.89 -0.53
N 3.04 4.02 0.77
H 3.98 4.40 0.97
H -0.50 4.24 0.06
C 2.83 2.76 1.47
H 3.98 5.59 -1.15
H 2.67 6.59 -0.62
H 2.29 5.55 -2.03
H 2.26 2.97 2.38
H 3.72 2.28 1.84
H 2.19 2.12 0.83
C -1.95 5.45 -2.80
C -2.37 3.99 -2.87
O -1.72 3.04 -3.15
N -3.78 3.82 -2.42
H -3.63 3.63 -1.01
H -4.33 4.64 -2.53
C -4.40 2.51 -2.97
H -0.94 5.48 -3.11
H -2.09 5.86 -1.80
H -2.47 6.14 -3.45
H -3.58 2.01 -3.45
H -5.21 2.72 -3.66
H -4.72 1.81 -2.17
C -5.74 2.14 3.86
C -4.49 2.36 4.54
O -3.84 1.56 5.10
N -3.86 3.78 4.32
H -2.97 3.89 4.79
H -3.67 3.84 3.34
C -4.83 4.83 4.71
H -5.85 1.11 3.72
H -5.78 2.89 3.01
H -6.56 2.30 4.55
H -4.25 5.75 4.70
H -5.09 4.68 5.74
H -5.72 4.80 4.11
C 2.11 0.80 8.57
C 2.17 -0.62 8.09
C 1.15 -0.97 7.08
N 1.16 -2.41 6.72
C 0.29 -2.71 5.47
C 1.02 -2.41 4.13
C 2.37 -3.11 4.05
C 3.27 -2.53 5.28
C 2.49 -2.96 6.54
C 0.43 -3.17 7.83
H 2.56 1.57 7.95
H 2.70 0.86 9.47
H 1.11 1.07 8.89
H 1.99 -1.22 8.96
H 3.21 -0.87 7.80
H 1.34 -0.41 6.19
H 0.13 -0.76 7.43
H -0.62 -2.13 5.60
H -0.04 -3.79 5.48
H 1.12 -1.33 3.96
H 0.37 -2.90 3.39
H 2.89 -2.81 3.12
H 2.15 -4.19 4.04
H 3.39 -1.43 5.23
H 4.22 -3.04 5.24
H 2.99 -2.69 7.45
H 2.45 -4.06 6.59
H 0.34 -4.26 7.58
H -0.55 -2.72 8.06
H 1.08 -2.95 8.67
C 6.39 1.29 -7.52
C 6.02 2.24 -6.32
C 4.65 1.84 -5.78
N 4.06 2.62 -4.68
C 2.81 1.97 -4.12
C 2.96 0.59 -3.56
C 3.92 0.66 -2.38
C 5.26 1.25 -2.89
C 5.05 2.63 -3.48
C 3.67 3.95 -5.14
H 6.12 0.25 -7.16
H 7.42 1.40 -7.81
H 5.70 1.57 -8.38
H 5.93 3.30 -6.66
H 6.87 2.18 -5.59
H 4.64 0.77 -5.54
H 3.94 1.90 -6.61
H 2.16 1.85 -4.99
H 2.39 2.66 -3.41
H 3.31 -0.06 -4.32
H 1.95 0.32 -3.24
H 4.20 -0.29 -1.97
H 3.52 1.27 -1.57
H 5.77 0.58 -3.67
H 5.91 1.35 -2.06
H 5.99 2.85 -3.98
H 4.70 3.45 -2.84
H 2.76 3.83 -5.73
H 4.49 4.36 -5.70
H 3.58 4.56 -4.23
C -1.48 -4.73 -4.78
C -2.06 -5.93 -3.99
C -3.11 -5.53 -2.96
N -3.92 -6.54 -2.32
C -3.15 -7.38 -1.39
C -4.75 -7.37 -3.37
C -5.87 -6.43 -3.79
C -6.17 -5.73 -2.50
C -5.00 -5.87 -1.57
H -2.16 -4.18 -5.42
H -0.68 -5.18 -5.40
H -1.01 -4.04 -4.10
H -1.21 -6.40 -3.56
H -2.43 -6.70 -4.63
H -3.83 -4.79 -3.37
H -2.55 -5.01 -2.20
H -2.64 -6.63 -0.83
H -2.54 -7.99 -2.00
H -3.85 -7.95 -0.75
H -5.06 -8.23 -2.76
H -3.94 -7.74 -4.02
H -6.69 -7.00 -4.18
H -5.61 -5.80 -4.62
H -6.99 -6.25 -1.99
H -6.49 -4.66 -2.68
H -5.20 -6.54 -0.71
H -4.59 -4.93 -1.22
```

Atom charges from the Löwdin analysis, given in e for atoms 1 to 2: S 0.4761; O -0.1544